No. 1
A structure of composition C3H6I2. Source: OMol25; level of theory: ωB97M-V/def2-TZVPD.

gap between HOMO and LUMO: 9.6 eV
LUMO level: 0.37 eV
multiplicity: 1

Atoms and positions in Å:
C  1.356  0.475  0.403
C  -0.886  -0.953  -0.732
C  -0.181  0.475  0.427
I  -2.615  -1.719  0.132
I  -0.914  2.447  -0.090
H  1.835  1.159  1.108
H  1.674  -0.502  0.556
H  1.785  0.964  -0.608
H  -1.225  -0.748  -1.724
H  -0.212  -1.829  -0.832
H  -0.617  0.231  1.361

---

No. 2
A structure of composition C29H51BrN2O13Zr. Source: OMol25; level of theory: ωB97M-V/def2-TZVPD.

gap between HOMO and LUMO: 6.1 eV
LUMO level: -0.30 eV
multiplicity: 1

Atoms and positions in Å:
Zr  20.794  -2.552  -4.655
C  17.977  -3.262  -7.672
C  19.170  -3.074  -8.606
C  18.602  -2.733  -10.071
C  19.532  -1.989  -11.028
C  20.313  -0.779  -10.407
C  20.923  -1.163  -9.053
N  20.020  -1.884  -8.134
O  20.522  -2.054  -6.821
C  21.338  0.169  -8.408
C  22.177  -2.055  -9.292
C  19.930  -4.433  -8.611
H  17.409  -2.358  -7.455
H  18.191  -3.709  -6.701
H  17.256  -4.009  -8.002
H  17.707  -2.142  -9.878
H  18.325  -3.609  -10.658
H  18.947  -1.583  -11.853
H  20.252  -2.710  -11.414
H  19.542  -0.018  -10.288
H  21.031  -0.470  -11.166
H  20.472  0.712  -8.029
H  21.764  0.756  -9.221
H  22.089  0.036  -7.629
H  22.913  -1.489  -9.863
H  21.946  -2.986  -9.809
H  22.661  -2.302  -8.348
H  20.934  -4.406  -8.188
H  20.089  -4.742  -9.645
H  19.397  -5.272  -8.163
C  16.855  -4.685  -3.886
C  16.418  -3.255  -3.439
C  15.530  -3.521  -2.237
C  15.081  -2.286  -1.450
C  16.257  -1.476  -1.070
C  17.238  -1.078  -2.241
N  17.544  -2.355  -2.977
O  18.649  -2.243  -3.950
C  18.481  -0.562  -1.515
C  16.740  0.118  -3.133
C  15.576  -2.602  -4.598
H  17.657  -4.623  -4.621
H  16.049  -5.335  -4.227
H  17.436  -5.236  -3.147
H  16.177  -4.105  -1.582
H  14.718  -4.196  -2.508
H  14.413  -2.518  -0.620
H  14.406  -1.678  -2.052
H  16.807  -2.035  -0.313
H  15.975  -0.589  -0.504
H  19.206  -0.122  -2.200
H  19.024  -1.414  -1.106
H  18.230  0.064  -0.659
H  15.707  -0.038  -3.444
H  17.272  0.369  -4.051
H  16.772  1.037  -2.547
H  14.771  -2.005  -4.169
H  15.222  -3.253  -5.399
H  16.205  -1.942  -5.195
C  21.694  -6.495  -5.709
C  21.415  -5.117  -5.148
O  22.283  -4.199  -4.960
O  20.271  -4.654  -5.028
H  22.148  -6.324  -6.684
H  20.813  -7.061  -6.012
H  22.379  -7.071  -5.087
Br  21.705  -2.431  -2.270
C  20.172  3.077  -4.036
C  19.891  2.951  -5.474
O  19.819  1.558  -5.702
C  20.380  0.992  -4.690
O  20.644  -0.212  -4.600
O  20.568  1.793  -3.677
H  19.254  3.360  -3.521
H  20.938  3.812  -3.788
H  20.672  3.422  -6.072
H  18.976  3.474  -5.752
C  25.611  0.500  -5.991
C  25.259  0.820  -4.565
O  24.063  0.090  -4.319
C  23.828  -0.716  -5.341
O  22.890  -1.532  -5.357
O  24.808  -0.655  -6.213
H  26.672  0.247  -6.005
H  25.394  1.339  -6.652
H  25.058  1.864  -4.325
H  26.041  0.447  -3.903
C  17.190  0.644  -7.050
C  17.136  0.478  -8.532
O  16.069  -0.328  -8.748
C  15.340  -0.584  -7.654
O  14.293  -1.145  -7.530
O  15.960  0.121  -6.630
H  17.278  1.690  -6.758
H  18.054  0.156  -6.599
H  18.053  -0.025  -8.838
H  16.959  1.431  -9.031

---

No. 3
The molecule C21H19FN4O3. Source: OMol25; level of theory: ωB97M-V/def2-TZVPD.

structure (SMILES): O=C(Nc1c(C(=O)N2CCOCC2)cnn1-c1ccccc1)c1ccccc1F
gap between HOMO and LUMO: 8.4 eV
LUMO level: 0.28 eV
multiplicity: 1

Atoms and positions in Å:
O  0.057  -0.477  -2.818
C  0.674  -0.756  -1.801
N  0.533  -0.315  -0.532
C  -0.572  0.554  -0.266
N  -1.395  1.495  -1.103
N  -2.216  2.062  -0.422
C  -2.143  1.609  0.755
C  -1.203  0.397  0.903
C  -0.668  -0.478  1.927
O  0.170  -1.220  1.753
N  -0.940  -0.431  3.261
C  -1.942  0.600  3.679
H  -3.219  0.559  3.520
H  -1.649  1.655  3.373
C  -1.870  0.779  5.246
O  -2.001  -0.233  5.941
C  -1.841  -1.358  5.263
H  -1.421  -2.168  5.963
C  -0.668  -1.402  4.342
H  -0.291  -2.155  3.720
H  0.209  -0.988  4.675
H  -2.448  -1.849  4.685
H  -0.624  1.096  5.544
H  -2.264  1.697  5.704
H  -3.055  1.364  1.472
C  -0.869  1.976  -2.221
C  -1.995  2.464  -3.207
C  -1.509  2.744  -4.340
C  -0.173  3.230  -4.805
C  0.776  2.895  -3.827
C  0.506  2.149  -2.617
H  1.178  1.976  -2.013
H  1.819  2.998  -4.096
H  -0.111  3.638  -5.773
H  -2.398  3.185  -5.133
H  -2.756  2.004  -2.784
H  0.794  -0.856  0.100
C  2.118  -1.501  -1.955
C  3.135  -1.519  -1.300
C  4.353  -2.385  -1.488
C  4.113  -3.247  -2.225
C  3.194  -3.479  -3.131
C  1.899  -2.661  -3.037
H  0.921  -2.704  -3.603
H  2.897  -4.493  -3.894
H  4.808  -4.049  -2.308
H  4.985  -2.075  -0.783
F  3.102  -0.325  -0.345